Formula: C26H22FI2IrN4O4
Source: the OMol25 dataset
Level of theory: the ωB97M-V functional and the def2-TZVPD basis

Each line ends with the natural charge from an NBO analysis.
Cartesian coordinates (Å):
Ir: -1.65 1.56 -3.62  1.2962
I: -4.72 5.21 -5.58  0.2798
I: -8.82 1.12 -4.07  0.2389
F: -1.20 -0.58 2.82  -0.3107
O: 2.25 1.53 -4.49  -0.5364
O: -2.85 2.91 -4.16  -0.5800
O: 0.06 1.23 -4.43  -0.6800
O: -0.96 0.70 -1.93  -0.6412
N: 2.61 -2.35 5.55  -0.4917
N: 1.47 -0.96 3.74  -0.4787
N: -3.42 0.68 -3.16  -0.4342
N: 2.92 0.22 -0.72  -0.3071
C: 1.14 -0.60 2.42  0.2166
C: -0.47 -0.09 0.67  -0.2060
C: 0.47 -1.54 4.64  -0.2327
C: -4.87 -1.07 -2.49  -0.2650
C: -5.81 0.88 -3.56  -0.1385
C: -5.97 -0.38 -2.96  -0.0640
C: -6.50 2.92 -4.67  -0.2263
C: 4.31 0.12 -0.30  -0.0891
C: -4.50 1.37 -3.63  0.1877
C: 2.42 -0.14 4.48  -0.2443
C: -0.18 -0.43 1.96  0.3372
C: 1.36 0.80 -2.44  -0.3322
C: -5.16 3.39 -4.72  -0.1709
C: 4.90 -1.24 -0.02  -0.4232
C: -3.60 -0.51 -2.61  0.0967
C: 1.27 1.24 -3.87  0.7753
C: 0.27 0.56 -1.60  0.4956
C: -6.83 1.71 -4.11  -0.1382
C: 1.18 -2.06 5.89  -0.2371
C: 2.16 -0.39 1.50  -0.2849
C: 2.64 0.63 -1.96  0.1986
C: 0.56 0.13 -0.25  -0.0809
C: 1.89 -0.02 0.18  0.1856
C: 3.37 -1.08 5.25  -0.2231
C: -4.17 2.60 -4.21  0.1995
C: 5.31 -0.47 -1.25  -0.4022
H: 3.48 0.84 -2.61  0.2703
H: 4.25 -2.09 -0.18  0.2330
H: 2.63 -2.94 4.71  0.4413
H: -1.50 0.06 0.38  0.2634
H: 4.96 -0.84 -2.20  0.2393
H: 1.21 -1.31 6.69  0.2313
H: 4.24 -1.36 4.67  0.2324
H: -6.96 -0.82 -2.88  0.2514
H: 3.07 -2.87 6.30  0.4505
H: 3.69 -0.66 6.20  0.2412
H: 6.29 -0.02 -1.27  0.2513
H: -0.30 -0.83 4.96  0.2297
H: 4.62 0.96 0.31  0.2334
H: 0.72 -2.96 6.28  0.2539
H: -7.27 3.54 -5.08  0.2538
H: -0.03 -2.36 4.12  0.2320
H: -2.71 -1.02 -2.27  0.2273
H: -4.97 -2.04 -2.04  0.2466
H: 3.01 0.48 3.80  0.2499
H: 3.18 -0.55 1.81  0.2364
H: 1.91 0.53 5.17  0.2110
H: 5.60 -1.32 0.80  0.2318

Summary:
**LUMO level (alpha / beta)**: -5.97 / -5.97 eV
**Charge**: +2
**Kohn-Sham gap (alpha / beta)**: 0.2363 / 0.2363 Eh
**Energy relative to the best compared isomer or geometry (same formula, charge and spin)**: 10.6 kJ/mol